No. 1
The following is a quantum chemistry calculation of a molecular structure, C4H13Br3MnNO2, from the Open Molecules 2025 dataset.

Summary:
frontier orbital gap (alpha / beta) = 4.6 / 5.2 eV
spin multiplicity = 6
charge = -1
energy above the lowest of the compared OMol25 structures with the same formula, charge and spin = 6.4543 eV
LUMO (alpha / beta) = -0.420 / -0.086 eV
HOMO level (alpha / beta) = -5.05 / -5.25 eV
calculated total energy = -251390.6842 eV

Cartesian coordinates (Å):
Mn -0.424 1.872 -1.753
Br -2.056 0.022 -4.798
Br -2.903 5.117 -1.636
Br 2.593 3.889 -3.544
C 1.592 -1.365 1.240
C 0.844 -1.751 0.006
C -0.687 -1.680 0.275
O -1.227 -0.306 0.424
C -2.450 -0.293 1.081
N 1.238 -0.769 -1.071
H 1.157 -0.525 1.780
H 2.596 -1.068 0.935
H 1.853 -2.182 1.913
H 1.019 -2.770 -0.340
H -0.990 -2.179 1.196
H -1.226 -2.173 -0.535
H -2.941 0.679 1.047
H -2.264 -0.626 2.102
H -3.109 -0.918 0.478
H 2.196 -0.683 -0.763
H 1.268 -1.475 -1.793
O 1.132 2.878 0.955
H 0.725 3.415 1.635
H 2.066 2.891 1.166



No. 2
The following is a quantum chemistry calculation of a single C4H8O2 molecule, from the Open Molecules 2025 dataset.

Summary:
frontier orbital gap = 10.5 eV
energy above the lowest of the compared OMol25 structures with the same formula, charge and spin = 3.0944 eV
LUMO = 0.916 eV
SMILES = C1COCOC1
HOMO level = -9.62 eV
calculated total energy = -8370.1873 eV

Cartesian coordinates (Å):
C 0.499 -0.878 0.278
C -0.877 -0.935 -0.308
O -1.382 0.326 -0.739
C -0.402 1.348 -0.747
O 0.166 1.565 0.509
C 0.826 0.417 1.081
H 0.420 -1.989 0.508
H 1.254 -0.968 -0.506
H -0.623 -1.944 -0.882
H -1.672 -1.348 0.308
H -0.902 2.283 -1.030
H 0.363 1.098 -1.494
H 0.499 0.398 2.121
H 1.907 0.621 1.064